# 1
Computed, not measured: a molecular structure, C40H39CdCl2N14O4 in a non-equilibrium geometry, with the ωB97M-V functional and the def2-TZVPD basis.

Summary:
Frontier orbital gap = 4.1237 eV
Charge = -1
Molar mass = 963.16 g mol⁻¹
Relative energy (zero: lowest compared OMol25 entry of this formula, charge and spin) = 0.000 eV

Element x y z (Å)
Cd1 -1.762 0.715 -1.138
C1 -4.704 1.721 5.679
C2 -4.005 1.195 4.451
C3 -2.872 0.342 4.538
C4 -2.339 -0.332 3.443
C5 -1.195 -1.199 3.595
N1 -0.545 -1.626 2.536
C6 0.817 -2.067 2.500
C7 0.945 -3.488 1.984
C8 2.329 -3.823 1.349
N2 2.596 -3.017 0.158
C9 1.713 -2.562 -0.744
C10 0.568 -3.237 -1.284
C11 0.527 -4.594 -1.532
C12 -0.668 -5.231 -1.939
C13 -0.782 -6.698 -2.183
C14 -1.811 -4.455 -2.063
C15 -1.827 -3.058 -1.884
C16 -2.997 -2.265 -2.284
N3 -3.123 -1.005 -2.363
C17 -4.492 -0.502 -2.515
C18 -4.448 1.020 -2.807
C19 -4.675 1.807 -1.515
N4 -3.770 1.381 -0.429
C20 -4.262 1.535 0.748
C21 -3.882 0.948 1.981
C22 -4.466 1.495 3.175
C23 -2.939 -0.173 2.092
O1 -2.624 -0.903 1.135
C24 -0.666 -2.436 -1.332
O2 -0.651 -1.255 -0.788
H1 -4.080 1.528 6.574
H2 -5.676 1.182 5.845
H3 -4.914 2.776 5.583
H4 -2.403 0.161 5.507
H5 -0.799 -1.415 4.597
H6 -1.021 -1.565 1.642
H7 1.181 -2.052 3.570
H8 1.398 -1.315 1.952
H9 0.184 -3.728 1.235
H10 0.772 -4.227 2.780
H11 2.357 -4.906 1.071
H12 3.158 -3.678 2.053
H13 3.473 -2.486 0.168
H14 1.850 -1.536 -1.125
H15 1.484 -5.153 -1.471
H16 0.125 -7.082 -2.630
H17 -1.611 -6.891 -2.871
H18 -1.043 -7.213 -1.249
H19 -2.766 -4.935 -2.328
H20 -3.821 -2.915 -2.610
H21 -5.027 -0.745 -1.586
H22 -5.014 -1.048 -3.344
H23 -5.227 1.230 -3.551
H24 -3.514 1.297 -3.313
H25 -5.716 1.691 -1.184
H26 -4.545 2.890 -1.676
H27 -5.175 2.148 0.805
H28 -5.276 2.235 3.101
N5 -0.752 2.910 -4.803
C25 -0.890 3.734 -3.646
N6 -0.689 5.055 -3.607
N7 -0.890 5.436 -2.329
N8 -1.304 4.328 -1.630
N9 -1.285 3.233 -2.454
C26 -0.342 1.576 -4.833
N10 0.050 0.950 -5.994
N11 0.212 -0.351 -5.634
N12 -0.067 -0.471 -4.307
N13 -0.410 0.734 -3.787
H29 -0.372 3.433 -5.606
Cl1 4.440 0.758 -1.178
C27 5.226 0.312 0.290
C28 6.095 -0.755 0.309
C29 6.455 -1.358 1.510
C30 5.950 -0.873 2.720
C31 5.122 0.248 2.713
Cl2 4.382 0.759 4.208
C32 4.730 0.872 1.497
N14 3.845 1.941 1.507
C33 3.797 3.031 0.629
C34 4.977 3.534 0.091
C35 4.983 4.600 -0.785
C36 3.793 5.195 -1.176
C37 2.600 4.694 -0.690
C38 2.559 3.643 0.239
C39 1.245 3.176 0.817
C40 0.917 1.689 0.399
O3 1.381 0.787 1.112
O4 0.230 1.596 -0.653
H30 6.395 -1.205 -0.638
H31 7.158 -2.207 1.537
H32 6.187 -1.377 3.667
H33 2.883 1.678 1.801
H34 5.919 3.040 0.343
H35 5.944 4.980 -1.151
H36 3.820 6.035 -1.882
H37 1.646 5.090 -1.076
H38 0.409 3.794 0.447
H39 1.307 3.272 1.915

---

# 2
Computed, not measured: a molecular structure, C40H39GaGeNO4S4 in a non-equilibrium geometry, with the ωB97M-V functional and the def2-TZVPD basis.

Summary:
Frontier orbital gap = 5.0248 eV
Charge = -1
Molar mass = 868.36 g mol⁻¹

Element x y z (Å)
Ga1 -1.768 0.222 -0.166
C1 -1.504 4.969 1.354
C2 -2.826 4.249 1.551
S1 -2.723 2.474 1.065
C3 -2.959 1.622 2.665
C4 -1.823 1.795 3.639
S2 -0.271 0.797 3.250
C5 0.871 2.342 3.386
C6 0.655 3.261 2.216
S3 -0.297 4.752 2.705
H1 -1.670 6.048 1.317
H2 -1.029 4.640 0.431
H3 -3.564 4.663 0.863
H4 -3.188 4.322 2.575
H5 -3.079 0.574 2.382
H6 -3.897 1.985 3.092
H7 -2.106 1.426 4.626
H8 -1.544 2.842 3.714
H9 1.867 1.908 3.372
H10 0.682 2.806 4.350
H11 0.102 2.712 1.435
H12 1.600 3.614 1.800
O1 -0.370 2.001 -3.646
C7 -1.532 2.017 -3.259
N1 -1.939 1.971 -1.987
S4 -3.546 2.108 -1.859
O2 -3.972 3.391 -1.355
O3 -4.108 0.959 -1.177
C8 -3.914 2.120 -3.615
C9 -5.089 2.279 -4.313
C10 -5.007 2.398 -5.695
C11 -3.774 2.376 -6.334
C12 -2.596 2.240 -5.614
C13 -2.680 2.114 -4.236
H13 -6.039 2.315 -3.800
H14 -5.909 2.532 -6.278
H15 -3.732 2.472 -7.410
H16 -1.630 2.243 -6.096
C14 1.594 0.503 -1.804
C15 0.594 -0.595 -1.985
O4 -0.260 -0.799 -1.084
C16 0.620 -1.414 -3.178
C17 -0.492 -2.200 -3.513
C18 -0.460 -3.041 -4.603
C19 0.686 -3.138 -5.380
C20 1.789 -2.354 -5.071
C21 1.757 -1.492 -3.996
H17 1.282 1.076 -0.931
H18 1.597 1.141 -2.686
H19 2.590 0.096 -1.635
H20 -1.381 -2.109 -2.906
H21 -1.327 -3.636 -4.852
H22 0.716 -3.808 -6.228
H23 2.684 -2.424 -5.677
H24 2.619 -0.885 -3.769
C22 -0.219 0.391 1.604
Ge1 1.021 -1.160 1.785
C23 2.718 -0.376 2.528
C24 3.448 0.515 1.747
C25 4.570 1.158 2.237
C26 4.986 0.926 3.537
C27 4.260 0.060 4.337
C28 3.138 -0.577 3.836
C29 0.466 -2.540 3.134
C30 -0.838 -2.617 3.597
C31 -1.233 -3.620 4.464
C32 -0.317 -4.569 4.884
C33 0.989 -4.507 4.429
C34 1.372 -3.504 3.558
C35 1.704 -2.361 0.343
C36 3.029 -2.361 -0.060
C37 3.474 -3.218 -1.052
C38 2.589 -4.089 -1.660
C39 1.264 -4.109 -1.257
C40 0.835 -3.260 -0.256
H25 3.115 0.718 0.737
H26 5.123 1.846 1.611
H27 5.865 1.422 3.928
H28 4.570 -0.117 5.358
H29 2.566 -1.240 4.471
H30 -1.553 -1.877 3.257
H31 -2.258 -3.665 4.807
H32 -0.620 -5.355 5.564
H33 1.709 -5.249 4.752
H34 2.391 -3.467 3.194
H35 3.728 -1.682 0.412
H36 4.513 -3.198 -1.354
H37 2.930 -4.751 -2.443
H38 0.565 -4.780 -1.736
H39 -0.200 -3.268 0.056

---

# 3
Computed, not measured: a molecular structure, C40H39P3RuS4Sb in a non-equilibrium geometry, with the ωB97M-V functional and the def2-TZVPD basis.

Summary:
Frontier orbital gap (spin up / spin down) = 5.6114 / 5.6932 eV
Charge = 0
Expectation value of S² = 0.77
Multiplicity = 2
Molar mass = 963.77 g mol⁻¹
Relative energy (zero: lowest compared OMol25 entry of this formula, charge and spin) = 0.910 eV

Element x y z (Å)
Ru1 -0.504 -0.957 -1.317
C1 1.863 -3.455 1.251
C2 0.470 -3.017 1.710
P1 0.473 -1.287 2.366
C3 -0.376 -1.502 3.971
C4 -1.408 -0.694 4.428
C5 -1.938 -0.866 5.698
C6 -1.437 -1.845 6.538
C7 -0.392 -2.648 6.102
C8 0.137 -2.473 4.835
C9 -0.710 -0.272 1.384
C10 -1.692 -0.876 0.439
C11 -3.012 -0.163 0.203
C12 -2.797 1.915 0.692
C13 -1.344 2.199 1.069
C14 -0.564 1.039 1.630
C15 2.256 -3.007 -0.157
P2 2.031 -1.256 -0.655
C16 2.425 -1.247 -2.427
C17 2.469 0.001 -3.056
C18 2.598 0.085 -4.426
C19 2.653 -1.076 -5.190
C20 2.622 -2.314 -4.575
C21 2.529 -2.403 -3.192
C22 3.428 -0.295 0.027
C23 4.591 -0.191 -0.742
C24 5.700 0.482 -0.256
C25 5.669 1.063 1.002
C26 4.522 0.963 1.771
C27 3.410 0.288 1.291
H1 1.888 -4.548 1.221
H2 2.618 -3.151 1.982
H3 0.143 -3.655 2.532
H4 -0.252 -3.165 0.905
H5 -1.800 0.088 3.794
H6 -2.748 -0.229 6.030
H7 -1.851 -1.980 7.528
H8 0.018 -3.410 6.752
H9 0.963 -3.100 4.521
H10 -1.902 -1.904 0.728
H11 -3.732 -0.878 -0.196
H12 -3.378 2.837 0.719
H13 -1.340 2.987 1.831
H14 0.240 1.329 2.304
H15 1.618 -3.543 -0.868
H16 3.297 -3.284 -0.354
H17 2.372 0.909 -2.469
H18 2.622 1.053 -4.910
H19 2.713 -1.009 -6.268
H20 2.639 -3.220 -5.165
H21 2.469 -3.384 -2.745
H22 4.642 -0.642 -1.721
H23 6.591 0.546 -0.866
H24 6.536 1.588 1.380
H25 4.485 1.408 2.757
H26 2.519 0.206 1.897
S1 -0.534 -4.512 -5.004
Sb1 -1.766 -3.046 -3.885
S2 -0.615 -0.899 -3.543
S3 -1.288 -3.030 -1.469
S4 -3.895 -2.446 -4.122
C28 -1.591 1.975 -3.123
P3 -1.310 1.062 -1.568
C29 -2.894 1.127 -0.653
C30 -3.485 0.717 1.395
C31 -4.965 0.890 1.468
C32 -5.762 1.241 0.453
C33 -5.361 1.487 -0.927
C34 -4.127 1.432 -1.440
C35 -0.594 2.864 -0.092
C36 0.820 2.810 -0.151
C37 1.533 3.728 -0.886
C38 0.883 4.760 -1.555
C39 -0.492 4.862 -1.476
C40 -1.222 3.945 -0.736
H27 -2.088 2.924 -2.942
H28 -2.208 1.344 -3.762
H29 -0.643 2.135 -3.638
H30 -3.088 0.436 2.366
H31 -5.429 0.716 2.432
H32 -6.822 1.331 0.653
H33 -6.171 1.697 -1.616
H34 -4.032 1.569 -2.509
H35 1.340 1.992 0.332
H36 2.612 3.651 -0.938
H37 1.456 5.480 -2.124
H38 -1.006 5.668 -1.982
H39 -2.298 4.049 -0.691

---

# 4
Computed, not measured: a molecular structure, C40H40As2IN9NaO2, with the ωB97M-V functional and the def2-TZVPD basis.

Summary:
Frontier orbital gap = 7.5010 eV
Charge = +1
Molar mass = 978.56 g mol⁻¹

Element x y z (Å)
Na1 0.223 0.093 0.503
C1 -0.044 -1.601 -3.734
C2 -0.131 -1.513 -2.349
N1 -0.335 -0.357 -1.743
C3 -0.468 0.735 -2.503
C4 -0.320 0.638 -3.890
N2 -0.115 -0.518 -4.490
C5 -0.801 1.987 -1.806
C6 -1.218 3.133 -2.485
C7 -1.586 4.281 -1.775
C8 -1.501 4.194 -0.383
C9 -1.028 3.028 0.216
N3 -0.696 1.948 -0.482
C10 -0.824 2.922 1.667
C11 -0.694 4.042 2.497
N4 -0.523 3.935 3.800
C12 -0.442 2.717 4.307
C13 -0.483 1.599 3.480
N5 -0.685 1.698 2.178
C14 -2.045 5.514 -2.452
C15 -2.257 5.566 -3.834
C16 -2.710 6.743 -4.411
N6 -2.972 7.837 -3.722
C17 -2.760 7.812 -2.420
C18 -2.290 6.697 -1.743
H1 0.094 -2.542 -4.245
H2 -0.030 -2.383 -1.712
H3 -0.356 1.495 -4.546
H4 -1.270 3.119 -3.559
H5 -1.808 5.020 0.235
H6 -0.706 5.054 2.123
H7 -0.326 2.645 5.380
H8 -0.348 0.597 3.861
H9 -2.089 4.712 -4.470
H10 -2.887 6.816 -5.476
H11 -2.989 8.733 -1.899
H12 -2.124 6.774 -0.680
C19 0.839 -3.979 2.358
As1 -0.220 -2.386 1.861
C20 -1.020 -2.179 3.646
C21 -1.762 -3.229 1.030
C22 -1.889 -4.611 0.965
C23 -3.035 -5.203 0.462
C24 -4.087 -4.408 0.042
C25 -3.956 -3.030 0.077
C26 -2.796 -2.424 0.541
As2 -2.582 -0.481 0.476
C27 -4.064 -0.014 1.689
C28 -3.575 -0.125 -1.183
H13 0.255 -4.631 3.012
H14 1.736 -3.670 2.906
H15 1.150 -4.534 1.470
H16 -1.475 -3.120 3.967
H17 -1.786 -1.402 3.633
H18 -0.244 -1.907 4.369
H19 -1.080 -5.250 1.297
H20 -3.111 -6.281 0.410
H21 -5.001 -4.858 -0.321
H22 -4.785 -2.419 -0.265
H23 -5.001 -0.472 1.363
H24 -4.190 1.073 1.705
H25 -3.840 -0.353 2.701
H26 -4.645 -0.308 -1.065
H27 -3.196 -0.754 -1.991
H28 -3.442 0.923 -1.468
I1 3.886 -1.632 5.102
C29 3.383 0.042 3.931
C30 3.783 1.318 4.293
C31 3.369 2.373 3.495
C32 2.587 2.098 2.380
N7 2.213 0.875 2.038
C33 2.605 -0.131 2.796
H29 4.402 1.484 5.162
H30 3.642 3.387 3.742
H31 2.249 2.891 1.725
H32 2.291 -1.119 2.482
O1 5.831 -4.297 -2.493
C34 5.471 -4.403 -1.135
N8 4.153 -4.953 -1.034
C35 2.993 -4.276 -1.191
O2 1.908 -4.806 -1.069
C36 3.093 -2.804 -1.456
C37 3.580 -2.264 -2.642
C38 3.507 -0.890 -2.816
C39 2.957 -0.116 -1.805
N9 2.495 -0.621 -0.671
C40 2.557 -1.932 -0.516
H33 6.787 -4.230 -2.583
H34 5.481 -3.409 -0.656
H35 6.152 -5.070 -0.592
H36 4.069 -5.960 -0.996
H37 4.005 -2.898 -3.403
H38 3.860 -0.430 -3.725
H39 2.884 0.960 -1.899
H40 2.152 -2.324 0.411

---

# 5
Computed, not measured: a molecular structure, C40H40BrN11O4Ti, with the ωB97M-V functional and the def2-TZVPD basis.

Summary:
Frontier orbital gap (spin up / spin down) = 6.7470 / 7.0567 eV
Charge = +1
Expectation value of S² = 0.75
Multiplicity = 2
Molar mass = 866.60 g mol⁻¹
Relative energy (zero: lowest compared OMol25 entry of this formula, charge and spin) = 1.231 eV

Element x y z (Å)
Ti1 0.785 -0.549 -0.764
O1 -1.619 -3.984 -0.713
C1 -2.786 -3.458 -0.295
C2 -3.775 -4.346 0.139
C3 -5.002 -3.885 0.569
C4 -5.288 -2.521 0.558
C5 -4.317 -1.646 0.111
C6 -3.057 -2.091 -0.296
C7 -2.061 -1.072 -0.796
O2 -0.837 -1.555 -1.096
N1 -1.987 0.100 0.162
N2 -0.644 0.414 0.556
C8 -0.610 1.285 1.483
C9 0.523 1.750 2.287
Br1 2.133 0.803 2.332
C10 0.281 2.847 3.028
C11 1.121 3.598 3.962
C12 2.071 3.003 4.796
C13 2.800 3.782 5.678
C14 2.605 5.155 5.729
C15 1.656 5.754 4.912
C16 0.906 4.976 4.047
H1 -1.037 -3.246 -0.985
H2 -3.545 -5.403 0.124
H3 -5.749 -4.594 0.903
H4 -6.255 -2.156 0.876
H5 -4.544 -0.583 0.067
H6 -2.503 -0.644 -1.724
H7 -2.473 -0.178 1.012
H8 -1.555 1.733 1.797
H9 -0.704 3.286 2.889
H10 2.222 1.935 4.774
H11 3.525 3.317 6.332
H12 3.184 5.758 6.415
H13 1.494 6.823 4.959
H14 0.152 5.440 3.422
C17 -2.388 -2.150 3.290
C18 -2.197 -3.491 2.949
C19 -0.994 -3.877 2.412
C20 -0.002 -2.904 2.189
N3 -0.192 -1.618 2.470
C21 -1.357 -1.276 3.032
N4 1.251 -3.365 1.837
C22 2.149 -2.874 1.092
N5 2.122 -1.827 0.145
C23 3.409 -1.617 -0.295
N6 3.949 -0.682 -1.013
C24 3.482 0.554 -1.315
C25 4.376 1.411 -1.999
C26 4.071 2.734 -2.150
C27 2.873 3.233 -1.613
C28 2.022 2.339 -1.021
N7 2.283 1.020 -0.923
C29 4.296 -2.644 0.292
C30 5.652 -2.866 0.136
C31 6.205 -3.909 0.866
C32 5.424 -4.687 1.723
C33 4.066 -4.445 1.878
C34 3.526 -3.411 1.135
H15 -3.303 -1.805 3.751
H16 -2.973 -4.223 3.130
H17 -0.776 -4.906 2.167
H18 -1.451 -0.228 3.320
H19 5.302 0.987 -2.357
H20 4.760 3.396 -2.658
H21 2.619 4.282 -1.661
H22 1.068 2.655 -0.610
H23 6.243 -2.253 -0.531
H24 7.262 -4.126 0.774
H25 5.891 -5.492 2.274
H26 3.446 -5.034 2.540
N8 -0.219 0.868 -2.474
C35 -0.348 0.008 -3.667
C36 -0.557 0.749 -4.977
C37 -1.703 1.755 -5.043
C38 -3.078 1.207 -4.675
N9 -3.325 1.207 -3.224
C39 -3.585 2.280 -2.488
N10 -4.014 3.398 -3.078
N11 -3.433 2.247 -1.160
C40 0.917 -0.883 -3.730
O3 1.347 -1.258 -4.800
O4 1.411 -1.123 -2.568
H27 -1.097 1.339 -2.279
H28 0.462 1.602 -2.654
H29 -1.174 -0.684 -3.466
H30 -0.675 -0.005 -5.756
H31 0.374 1.267 -5.229
H32 -1.753 2.139 -6.063
H33 -1.498 2.628 -4.411
H34 -3.199 0.175 -5.003
H35 -3.883 1.759 -5.164
H36 -3.137 0.354 -2.717
H37 -4.270 3.401 -4.049
H38 -4.250 4.208 -2.533
H39 -2.819 1.567 -0.674
H40 -3.719 3.046 -0.619